[1]
2 unconnected molecules or ions with the total composition C9H13NO2 at a distorted geometry, computed with ωB97M-V/def2-TZVPD.

Last column: Mulliken charge in e.
Cartesian coordinates (Å):
C1 2.913 1.036 -0.363  -0.007
C2 2.539 -0.367 0.253  0.523
C3 1.393 -1.149 -0.114  -0.236
C4 0.939 -2.282 -0.177  -0.047
C5 -2.798 -1.891 -0.456  -1.628
C6 -2.085 -0.793 0.265  0.347
C7 -3.005 0.342 0.771  -0.782
C8 -2.345 1.286 -0.233  0.377
C9 -1.845 2.555 0.304  -1.528
H1 2.024 1.543 -0.787  0.303
H2 0.236 -3.115 -0.237  0.351
H3 -3.363 -1.476 -1.273  0.421
H4 -2.064 -2.552 -0.899  0.329
H5 -3.400 -2.519 0.196  0.378
H6 -1.485 -1.231 1.071  0.366
H7 -4.093 0.216 0.601  0.312
H8 -2.671 0.596 1.809  0.278
H9 -3.041 1.503 -1.052  0.281
H10 -2.720 3.207 0.399  0.377
H11 -1.168 2.946 -0.461  0.324
H12 -1.317 2.478 1.270  0.310
H13 -1.426 -0.057 -1.587  0.265
N1 -1.345 0.238 -0.602  -0.431
O1 4.042 1.502 -0.454  -0.428
O2 3.417 -0.955 0.911  -0.454

Forces on atoms 1 to 6 (eV/Å):
0.8 0.5 -0.4
4.2 -0.7 1.0
-0.4 -2.0 0.1
-1.2 1.1 -0.1
0.7 -0.3 -0.4
-0.2 1.0 0.2

SMILES: C[C@@H]1C[C@@H](C)N1.C#CC(=O)C=O
DFT total energy, eV: -15123.9164
Net charge: 0
ΔE to the lowest compared entry with this formula, charge and spin, kcal/mol: 131.8
LUMO energy, eV: -1.09



[2]
A gas-phase ion, C9H13NOP (charge +1) at a distorted geometry, computed with ωB97M-V/def2-TZVPD.

Last column: Mulliken charge in e.
Cartesian coordinates (Å):
C1 -3.343 -0.830 0.401  -0.524
C2 -2.623 -0.217 1.390  -0.471
C3 -3.044 -0.584 -0.982  -0.659
C4 -1.408 0.436 1.078  -0.282
C5 -1.900 0.167 -1.315  -0.406
C6 -1.064 0.702 -0.336  0.538
C7 2.786 -1.793 -0.360  -1.100
C8 2.036 -0.662 -0.975  -0.263
C9 1.498 0.416 -0.119  0.397
N1 1.836 0.603 1.149  -0.292
O1 0.513 2.773 0.378  -0.561
P1 0.365 1.745 -0.880  0.039
H1 -4.117 -1.398 0.716  0.474
H2 -2.918 -0.113 2.424  0.374
H3 -3.677 -0.943 -1.644  0.566
H4 -0.876 0.954 1.835  0.292
H5 -1.813 0.488 -2.332  0.393
H6 3.416 -2.382 -1.092  0.343
H7 3.377 -1.254 0.477  0.200
H8 2.002 -2.341 0.105  0.361
H9 2.717 -0.063 -1.714  0.356
H10 1.243 -1.055 -1.709  0.334
H11 1.452 1.550 1.488  0.352
H12 2.587 0.190 1.716  0.229
H13 0.952 3.611 0.302  0.309

Forces on atoms 1 to 6 (eV/Å):
2.1 1.9 -2.6
2.7 1.4 0.1
3.3 1.2 5.3
-1.1 0.6 -3.2
-1.3 0.2 0.5
-0.8 -0.6 2.3

DFT total energy, eV: -22362.8260
Net charge: +1
ΔE to the lowest compared entry with this formula, charge and spin, kcal/mol: 16.9
LUMO energy, eV: -4.15